1.
Entry from OMol25: a gas-phase ion, C4H9O2 (charge -1) at a distorted geometry (ωB97M-V/def2-TZVPD).

The geometry in XYZ format:
```
15
Properties=species:S:1:pos:R:3:forces:R:3:lowdin_charge:R:1
H -3.0634 0.7934 -0.6177 -0.52 2.36 0.11 0.012
C 0.9701 0.4022 0.2601 -1.84 -0.32 1.85 -0.235
H 2.2115 -1.0058 -1.0086 -0.31 0.82 1.72 0.098
O -2.8517 -0.0978 -0.7110 1.68 -2.66 0.77 -0.123
H 0.5170 0.3154 1.3543 1.84 1.04 -1.40 0.121
C -1.6524 -0.2968 0.1905 -2.99 2.45 1.06 -0.251
C 2.1374 -0.5787 0.1786 0.84 -1.08 -1.78 -0.637
H -0.3524 0.0016 -1.5424 -0.42 0.09 1.57 0.120
H 1.8792 -1.4748 0.7382 -0.48 -0.95 0.21 0.050
H -0.5413 1.5050 -0.5161 -0.93 -2.20 -0.06 0.121
C -0.4659 0.3226 -0.4423 2.77 3.58 -2.34 -0.253
H -1.5275 -1.3335 0.2156 -0.04 -1.67 0.48 0.080
H 1.5356 1.3358 -0.0212 -1.18 -0.40 0.73 0.099
O 3.2680 -0.0413 0.6409 -0.19 0.20 -0.27 -0.366
H -2.0641 0.1526 1.2811 1.77 -1.26 -2.65 0.165
```
Forces are in eV/Å.

## Properties
SMILES string: [O-]CCCCO
Net charge: -1
Energy relative to the best compared isomer or geometry (same formula, charge and spin) in kcal/mol: 95.9
LUMO in eV: 3.488
Orbital gap in eV: 5.77
Largest force on an atom in eV/A: 5.097

***

2.
Entry from OMol25: C2H4S in the gas phase at a distorted geometry (ωB97M-V/def2-TZVPD).

The geometry in XYZ format:
```
7
Properties=species:S:1:pos:R:3:forces:R:3:lowdin_charge:R:1
H 1.1909 -0.1831 0.7819 0.63 -0.29 0.63 0.068
H 1.1595 0.1439 -0.9444 -0.12 0.51 0.69 0.090
H -0.6427 -1.3661 -0.6182 0.00 -0.10 0.03 0.040
C -0.6470 -0.4165 -0.0918 -3.54 0.72 1.19 -0.688
H 0.4393 1.3987 0.3053 0.48 -1.79 -0.60 0.104
C 0.6154 0.2946 0.0181 0.09 1.96 -0.80 -0.204
S -2.1154 0.1287 0.5491 2.46 -0.99 -1.14 0.590
```
Forces are in eV/Å.

## Properties
SMILES string: CC=S
Net charge: 0
Energy relative to the best compared isomer or geometry (same formula, charge and spin) in kcal/mol: 6.9
LUMO in eV: -0.274
Orbital gap in eV: 8.47
Largest force on an atom in eV/A: 3.805

***

3.
Entry from OMol25: a molecular structure, C11H25LiNO8 at a distorted geometry (ωB97M-V/def2-TZVPD).

The geometry in XYZ format:
```
46
Properties=species:S:1:pos:R:3:forces:R:3:lowdin_charge:R:1
H -16.4665 4.1951 -2.0809 0.22 0.04 0.22 0.097
O -18.8592 5.1353 2.1496 2.44 -0.56 -0.38 -0.153
N -19.6738 0.8388 0.0034 -2.03 2.33 -1.32 -0.171
C -20.0543 1.3269 -2.6633 -0.22 0.98 0.51 -0.080
C -16.2791 3.1215 -2.0599 -0.12 -1.05 -0.50 -0.087
H -21.4822 1.9618 -0.4580 0.28 -0.20 -0.18 0.110
O -16.6309 5.7259 2.2177 2.38 -1.06 -1.36 0.093
C -17.4432 2.2845 -0.1619 -1.29 -0.67 0.09 -0.183
O -19.1927 2.0324 3.8426 -0.17 -0.27 -0.54 -0.487
H -16.1841 2.7181 -3.0680 0.31 0.48 -0.25 0.085
H -16.9313 1.3791 0.1641 0.19 -0.22 0.04 0.118
O -18.0499 6.5738 3.5833 0.76 1.11 1.56 -0.024
H -19.5328 1.0282 -3.5727 -0.09 -0.15 -0.02 0.083
O -17.3852 2.4008 -1.5690 -0.02 0.11 0.12 -0.237
H -17.8062 0.4610 4.1210 -0.33 -0.83 0.32 0.027
C -17.9253 1.5442 4.1460 -1.23 1.07 -0.79 -0.392
O -24.2262 4.0213 2.7359 -3.56 0.05 0.85 -0.001
H -20.0116 -0.5671 -1.6519 0.22 -0.05 0.36 0.110
H -23.2445 0.3172 0.2518 0.19 0.76 -0.13 0.068
C -22.2246 -0.0446 0.1214 0.72 0.95 0.43 -0.049
O -22.1062 4.0845 2.4768 0.81 -2.00 -2.10 -0.122
Li -20.1607 3.6853 3.0753 0.24 0.17 0.14 0.676
H -24.4714 3.1276 0.8545 -0.23 -0.09 0.08 0.093
H -18.2152 -0.2600 0.9819 -0.03 -0.49 -0.02 0.093
H -19.3429 3.0883 -0.3674 -0.84 -0.75 -0.51 0.137
H -16.3363 6.2452 2.9695 1.59 0.65 0.16 0.094
H -18.9713 2.7165 1.1977 -0.62 -1.16 0.77 0.094
C -19.5278 0.4049 -1.5561 0.16 0.15 1.00 -0.109
C -19.2973 -0.1582 1.0644 1.33 0.42 -0.47 0.007
H -17.2078 1.8533 3.3860 0.76 0.45 -0.27 0.032
H -22.2535 -0.5753 -0.8302 0.44 -0.17 0.10 0.062
H -22.1513 -0.6940 0.9938 0.49 -0.38 -0.29 0.069
C -21.1864 1.1600 0.2184 -0.98 -0.55 -0.01 -0.144
C -17.8486 5.7875 2.6616 -7.42 -0.92 -0.02 -0.874
H -15.3866 2.8158 -1.5139 0.23 0.47 0.09 0.090
H -21.1229 1.3854 -2.8699 -0.09 -0.62 0.30 0.075
H -19.4563 0.2627 2.0572 -0.34 0.58 0.05 0.089
H -16.9760 3.1136 0.3696 -0.18 0.30 -0.09 0.134
H -17.5759 1.9052 5.1133 0.33 -0.02 0.35 0.046
O -23.5161 3.0541 0.9148 1.08 -0.67 -1.29 0.039
C -18.9434 2.2550 0.2106 1.49 -0.03 0.02 -0.040
H -19.7782 2.3702 -2.5104 0.31 -0.09 0.17 0.072
H -19.8170 -1.1136 0.9918 0.03 0.24 -0.51 0.096
H -21.2860 1.6137 1.2045 0.27 -0.13 0.11 0.112
H -18.4657 0.3643 -1.7979 0.01 -0.40 0.72 0.105
C -23.2649 3.7130 2.0814 2.52 2.24 2.52 -0.855
```
Forces are in eV/Å.

## Properties
Net charge: -1
Energy relative to the best compared isomer or geometry (same formula, charge and spin) in kcal/mol: 42.3
LUMO in eV: 2.093
Orbital gap in eV: 6.21
Largest force on an atom in eV/A: 7.473

***

4.
Entry from OMol25: a molecular structure, C2H6EuO2 at a distorted geometry (ωB97M-V/def2-TZVPD).

The geometry in XYZ format:
```
11
Properties=species:S:1:pos:R:3:forces:R:3:lowdin_charge:R:1
H -1.9260 -1.7729 1.0917 0.06 0.31 -0.28 0.117
H -2.6219 0.9223 0.6844 -0.18 -0.05 -0.52 0.148
H 0.3301 0.9341 0.7327 4.68 -0.87 -1.68 0.250
H 2.1166 0.3903 1.0294 0.02 0.15 0.49 0.027
H -2.3676 -1.8366 -0.6475 0.10 0.09 0.29 0.089
H -3.5562 -1.2908 0.5789 0.32 -0.16 -0.15 0.099
Eu 0.9752 -0.5369 -1.5726 0.22 -0.36 -0.75 1.155
O -0.8689 0.4375 -0.2054 -3.64 -0.70 0.58 -0.298
O 1.5597 0.6971 0.3103 -4.19 1.11 1.63 -0.408
C -2.4957 -1.2756 0.2881 -1.19 -0.02 -0.47 -0.037
C -2.0628 0.1304 0.1653 3.80 0.51 0.87 -0.141
```
Forces are in eV/Å.

## Properties
Net charge: +1
Energy relative to the best compared isomer or geometry (same formula, charge and spin) in kcal/mol: 0.0
LUMO (spin up / spin down) in eV: -4.993 / -4.959
Orbital gap (spin up / spin down) in eV: 3.77 / 11.07
2S+1: 9
Largest force on an atom in eV/A: 5.049

***

5.
Entry from OMol25: a molecular structure, C4H13N3 at a distorted geometry (ωB97M-V/def2-TZVPD).

The geometry in XYZ format:
```
20
Properties=species:S:1:pos:R:3:forces:R:3:lowdin_charge:R:1
H 1.3416 2.1162 -2.1572 0.06 -0.11 -0.02 0.080
H 0.1809 -1.9719 -2.4721 -0.37 -0.08 0.52 0.057
C 0.1729 0.8593 1.9083 0.14 -0.09 -0.16 -0.110
H 0.3325 1.2774 0.9160 -0.11 -0.11 -0.14 0.047
H -0.7428 -0.8337 2.8771 0.07 0.05 -0.11 0.101
H -0.0116 -1.2136 1.3153 0.15 0.11 0.13 0.083
H 1.1328 -1.6564 -0.9941 -3.18 -0.33 -1.63 0.082
N -1.8530 -0.2956 1.1221 -0.14 0.05 0.16 -0.029
H -0.3584 1.6121 2.4931 -0.02 -0.07 0.13 0.068
H -0.6703 -1.5165 -1.0211 0.37 -0.19 -0.55 0.041
C 0.6956 1.2404 -2.1768 -0.62 -0.29 -0.34 -0.079
N 0.1871 -1.4628 -1.5864 1.64 -1.20 1.42 0.038
H -2.4240 -1.1284 1.2258 0.06 -0.02 -0.04 0.060
H -2.3920 0.4443 1.5633 0.02 0.04 -0.13 0.061
C -0.5876 -0.4567 1.8547 -0.08 -0.02 -0.05 -0.348
H -0.2508 1.4810 -1.6886 0.03 -0.04 -0.01 0.074
C 1.3490 0.1230 -1.4823 3.52 0.86 1.99 -0.442
H 1.1674 0.7106 2.3265 -0.04 0.01 0.17 0.074
N 2.2609 -0.2749 -0.8179 -1.54 1.22 -1.43 0.069
H 0.4698 0.9463 -3.2058 0.04 0.20 0.08 0.076
```
Forces are in eV/Å.

## Properties
Net charge: 0
Energy relative to the best compared isomer or geometry (same formula, charge and spin) in kcal/mol: 50.2
LUMO in eV: 0.947
Orbital gap in eV: 9.59
Largest force on an atom in eV/A: 4.132

***

6.
Entry from OMol25: C18H14N2O4 in the gas phase at a distorted geometry (ωB97M-V/def2-TZVPD).

The geometry in XYZ format:
```
38
Properties=species:S:1:pos:R:3:forces:R:3:lowdin_charge:R:1
C -4.2832 -2.3746 0.0905 0.09 -0.06 -0.24 -0.069
C 0.1973 2.8191 -0.1331 0.12 0.55 0.22 -0.391
N -1.2619 1.3557 -1.1294 -0.82 0.17 0.71 0.161
C 1.7282 -0.1026 1.7317 0.24 -0.19 -0.13 0.019
H 5.3580 -0.9517 0.5492 -0.06 -0.10 0.00 0.140
C 1.9808 1.2249 -0.6809 -0.01 -0.09 0.21 0.075
C 1.0338 1.6533 0.2447 0.62 -0.31 0.01 -0.163
O 0.5365 3.6224 -0.9732 0.06 0.03 0.29 0.083
C 4.6103 -1.7184 0.3050 0.26 0.06 -0.53 -0.146
H 0.1848 1.2774 2.1937 -0.09 0.03 0.06 0.114
H 5.0452 -1.6808 -1.8271 -0.06 -0.05 0.08 0.133
H 1.6588 -0.6319 2.6688 0.01 -0.06 0.12 0.122
C 2.6801 -0.5268 0.8111 -0.04 0.13 0.04 -0.194
C -3.5376 -2.0806 -1.0202 -0.10 -0.05 0.14 -0.009
H -0.7449 0.7209 -3.0117 0.07 0.01 -0.11 0.123
O -1.8511 1.9492 0.9794 -0.17 -0.21 0.28 0.008
H 3.4303 -2.3205 -1.3951 0.09 0.08 -0.01 0.140
H -3.5273 0.2921 2.0531 -0.03 0.02 0.10 0.117
H 5.0224 -2.7091 0.5012 0.00 0.10 -0.06 0.133
N -2.0241 -0.6185 -2.1546 0.10 -0.33 -0.62 0.126
C -1.3322 0.4759 -2.1374 -0.12 -0.26 -0.14 -0.160
H -4.8835 -1.7817 2.0670 -0.03 0.00 0.08 0.104
C 0.9065 0.9697 1.4539 0.03 0.21 -0.15 -0.021
H 2.0764 1.7444 -1.6207 0.02 0.06 -0.14 0.137
C 4.1926 -1.5658 -1.1565 0.16 -0.43 0.36 -0.149
O 3.6768 -0.2731 -1.3818 -0.14 0.36 0.06 -0.019
O 3.4875 -1.5771 1.1490 -0.38 0.10 0.11 -0.021
C -2.7597 -0.9090 -1.0533 -0.04 0.40 0.60 -0.218
H -4.8821 -3.2733 0.1144 -0.04 -0.07 -0.02 0.105
H -3.5265 -2.7229 -1.8861 0.01 -0.06 -0.10 0.113
C -1.0476 3.0955 0.7218 0.11 0.57 -0.32 -0.070
C 2.7903 0.1332 -0.4199 -0.10 -0.03 0.06 -0.183
H -1.6450 3.8497 0.1969 0.16 -0.13 0.06 0.142
C -2.7668 -0.0535 0.0786 0.09 -0.12 -0.27 -0.060
C -1.9478 1.1058 -0.0409 0.04 -0.41 -0.92 -0.274
C -4.2851 -1.5245 1.2059 0.04 0.22 0.21 -0.075
H -0.7526 3.4839 1.6999 -0.03 -0.06 -0.09 0.141
C -3.5374 -0.3765 1.2061 -0.07 -0.06 0.07 -0.010
```
Forces are in eV/Å.

## Properties
SMILES string: O=C(COc1ncnc2ccccc12)c1ccc2c(c1)OCCO2
Net charge: 0
Energy relative to the best compared isomer or geometry (same formula, charge and spin) in kcal/mol: 11.3
LUMO in eV: 0.157
Orbital gap in eV: 8.64
Largest force on an atom in eV/A: 1.092

***

Question: Among the records above, which one has the highest largest force on an atom?
Answer: C11H25LiNO8